Formula: C3H5ClO
Source: the OMol25 dataset
Level of theory: the ωB97M-V functional and the def2-TZVPD basis

```
! wB97M-V def2-TZVPD RIJCOSX def2/J DEFGRID3
* xyz 0 1
C -1.3709 1.5045 -0.0743
C -0.3845 0.6201 -0.0689
Cl -0.8509 -1.1839 0.0355
C 1.0521 0.6679 0.2550
O 2.2047 -0.1742 -0.2554
H -1.2370 2.6083 -0.3646
H -2.3636 0.8060 -0.3179
H 1.3047 1.6575 0.0825
H 1.1198 0.7318 1.5561
H 2.2235 -1.0403 -0.1866
*
```

Its structure (SMILES) is C=C(Cl)CO. As for the HOMO energy: -0.3667 Ha.

Formula: C25H38N4O4S
Source: the OMol25 dataset
Level of theory: the ωB97M-V functional and the def2-TZVPD basis

```
! wB97M-V def2-TZVPD RIJCOSX def2/J DEFGRID3
* xyz 0 1
C 0.5757 2.5388 -0.1122
C 1.2496 2.2301 1.2206
C 1.7509 0.7905 1.2638
C 2.4078 0.4225 2.5957
N 2.7493 -0.9879 2.6150
C 2.5680 -1.6419 3.8964
C 1.0941 -1.9220 4.1994
C 0.4369 -2.7807 3.1225
C -1.0169 -3.0904 3.4564
C 4.0073 -1.3069 1.9685
C 3.8531 -2.5409 1.0632
N 2.8572 -2.2935 0.0536
C 3.1726 -1.8139 -1.1579
O 4.3089 -1.7706 -1.6089
C 2.0118 -1.3101 -1.9636
C 2.3033 -0.8815 -3.2216
N 1.4296 -0.3058 -4.0693
C 1.8588 0.0682 -5.3972
C 0.1471 -0.0473 -3.6436
C -0.7710 0.6487 -4.4455
C -2.0363 0.9226 -3.9772
C -2.4181 0.4982 -2.7116
S -4.0659 0.8553 -2.1057
O -4.6183 1.9009 -2.9262
O -4.8000 -0.3701 -1.9989
N -3.6870 1.3793 -0.5523
C -4.7017 1.1237 0.4592
C -5.4488 2.4536 0.6952
C -4.7477 3.4588 -0.2284
C -3.3940 2.7985 -0.4984
C -1.5464 -0.2011 -1.9177
C -0.2514 -0.4778 -2.3620
C 0.6622 -1.1910 -1.4539
O 0.2751 -1.6073 -0.3639
H 0.2189 3.5664 -0.1370
H -0.2708 1.8742 -0.2749
H 1.2774 2.3997 -0.9328
H 2.0868 2.9156 1.3744
H 0.5370 2.3912 2.0328
H 0.9128 0.1120 1.1029
H 2.4636 0.6351 0.4503
H 1.6974 0.6189 3.4004
H 3.2896 1.0624 2.7720
H 3.0956 -2.5978 3.8590
H 3.0064 -1.0512 4.7216
H 0.5453 -0.9829 4.2899
H 1.0352 -2.4309 5.1649
H 0.4835 -2.2536 2.1702
H 0.9916 -3.7157 3.0179
H -1.5885 -2.1706 3.5595
H -1.0898 -3.6444 4.3908
H -1.4687 -3.6853 2.6667
H 4.3100 -0.4685 1.3378
H 4.8141 -1.4887 2.6957
H 4.8004 -2.7520 0.5622
H 3.5449 -3.4078 1.6515
H 1.8986 -2.1782 0.3720
H 3.3215 -1.0043 -3.5683
H 1.2254 -0.4042 -6.1500
H 2.8835 -0.2635 -5.5473
H 1.8204 1.1518 -5.5265
H -0.4934 0.9864 -5.4301
H -2.7487 1.4721 -4.5720
H -4.1967 0.7853 1.3684
H -5.3458 0.3234 0.0978
H -6.5063 2.3641 0.4564
H -5.3571 2.7563 1.7382
H -5.2837 3.5458 -1.1730
H -4.6481 4.4451 0.2201
H -2.6917 2.9744 0.3218
H -2.9426 3.1103 -1.4390
H -1.8435 -0.5397 -0.9376
*
```

Its structure (SMILES) is CCCCN(CCCC)CCNC(=O)c1cn(C)c2ccc(S(=O)(=O)N3CCCC3)cc2c1=O. As for the HOMO energy: -0.3010 Ha.

Formula: C2H4N3O
Source: the OMol25 dataset
Level of theory: the ωB97M-V functional and the def2-TZVPD basis

```
! wB97M-V def2-TZVPD RIJCOSX def2/J DEFGRID3
* xyz 1 1
C 0.5255 0.6884 -0.3699
N 0.1255 -0.4570 0.2137
N -0.5788 -1.4072 0.2164
C -0.9379 -2.2784 1.1764
N -0.3515 -2.2176 2.2971
O 0.2716 -1.4165 2.8534
H 0.5766 1.3557 0.4552
H 1.5859 0.8080 -0.6331
H -0.0397 0.9643 -1.2288
H -1.5824 -3.1552 0.9007
*
```

Its structure (SMILES) is C/N=N/C=[N+]=O. As for the HOMO energy (spin up / spin down): -0.5771 / -0.5698 Ha.

Formula: C2H4OS
Source: the OMol25 dataset
Level of theory: the ωB97M-V functional and the def2-TZVPD basis

```
! wB97M-V def2-TZVPD RIJCOSX def2/J DEFGRID3
* xyz 0 1
O 2.0252 -0.2977 -0.4050
C 0.8710 -0.4141 0.0940
C -0.1371 0.7282 -0.0460
S -1.5884 -0.3094 -0.3189
H 0.4802 -1.4282 0.2239
H -0.0391 1.2689 -0.9797
H -0.1839 1.5075 0.7475
H -1.4279 -1.0551 0.6842
*
```

Its structure (SMILES) is O=CCS. As for the HOMO energy: -0.3565 Ha.

Formula: C15H15N3ORbSSbSe4
Source: the OMol25 dataset
Level of theory: the ωB97M-V functional and the def2-TZVPD basis

```
! wB97M-V def2-TZVPD RIJCOSX def2/J DEFGRID3
* xyz -2 1
Rb 1.7945 0.4569 -0.0678
N -1.5706 -3.7363 -0.0609
C -1.3504 -2.3692 -0.0979
S -0.0180 -1.8163 -1.1832
N -2.1079 -1.5779 0.5453
N -1.9181 -0.2375 0.2017
C -1.4710 0.5628 1.0990
C -1.0438 0.3206 2.5164
C -1.9028 -0.3753 3.3546
C -1.6208 -0.6480 4.7205
C -0.2873 -0.3120 5.1508
C 0.5886 0.3315 4.3241
C 0.2329 0.7763 2.9916
O 1.0800 1.4421 2.3047
H -0.7964 -4.3328 -0.2958
H -2.0683 -4.1060 0.7653
H -1.2712 1.5668 0.6837
H -2.8305 -0.6545 2.9299
H -2.3340 -1.0357 5.4484
H -0.0543 -0.3928 6.2189
H 1.5974 0.6234 4.7371
C -1.7854 2.8271 -1.4043
C -0.4512 2.5474 -1.9433
C -0.3189 1.3517 -2.7136
C 0.9004 0.9300 -3.2524
C 2.0322 1.7403 -3.1296
C 1.9125 2.9721 -2.4358
C 0.7032 3.3509 -1.8494
H -2.3369 1.9214 -1.1089
H -2.5722 3.2327 -2.1158
H -1.7911 3.6000 -0.6798
H -1.1728 0.7299 -2.7588
H 0.8923 -0.1263 -3.6257
H 2.9676 1.4248 -3.5114
H 2.8216 3.5354 -2.2910
H 0.6452 4.2174 -1.1487
Se 5.0725 -4.6620 -1.6322
Sb 3.1186 -3.8181 -2.7248
Se 1.8524 -5.4825 -3.8881
Se 3.1773 -1.6343 -3.6851
Se 1.6848 -3.1440 -0.3876
*
```

As for the HOMO energy: -0.0657 Ha.

Formula: C2H3N2O2P
Source: the OMol25 dataset
Level of theory: the ωB97M-V functional and the def2-TZVPD basis

```
! wB97M-V def2-TZVPD RIJCOSX def2/J DEFGRID3
* xyz 0 1
C 1.8690 1.7632 0.3694
C -0.2127 -0.0281 -0.3042
N 2.2856 2.6499 0.9554
N 2.9987 -0.8300 0.0697
O 3.9946 -0.3601 -0.3863
O 2.9934 -1.7815 0.8875
P 1.4337 0.6274 -0.9586
H -0.2320 -1.0504 -0.0936
H -0.6041 0.3546 0.5520
H -0.7638 0.1007 -1.1333
*
```

As for the HOMO energy (spin up / spin down): -0.3684 / -0.3686 Ha.

Results for energy relative to the best compared isomer or geometry (same formula, charge and spin): 304.8 22.3 565.4 133.9 0.0 547.4 (in kJ/mol, following the order of the records).